Version w
The following is a quantum chemistry calculation of C13H17N in the gas phase, from the Open Molecules 2025 dataset.

Structure (XYZ):
```
31
C13H17N, DFT the ωB97M-V functional and the def2-TZVPD basis
C -1.97 -1.88 -0.41
C -2.35 -0.43 -1.18
C -1.29 1.07 0.28
C -0.56 2.26 -0.22
C 0.85 2.13 0.38
C 1.50 0.80 -0.01
C 2.89 0.86 -0.43
C 3.61 -0.22 -0.48
C 3.04 -1.44 -0.13
C 1.52 -1.57 0.02
C 0.82 -0.41 0.24
C -0.51 -0.12 0.93
C -1.29 -1.33 0.94
H -2.76 -2.62 -0.25
H -1.27 -2.39 -1.16
H -3.34 -0.40 -1.89
H -1.34 -0.43 -1.65
H -3.26 0.67 0.21
H -1.83 1.40 1.22
H -1.07 3.27 -0.11
H -0.78 2.04 -1.30
H 1.54 2.81 0.00
H 0.71 2.20 1.47
H 3.36 1.83 -0.48
H 4.67 -0.40 -1.01
H 3.65 -2.34 -0.03
H 1.19 -2.50 0.23
H -0.25 0.00 2.15
H -2.25 -1.33 1.69
H -0.67 -2.29 1.45
N -2.55 0.76 -0.46
```

multiplicity = 1
E_LUMO = 0.709 eV
Kohn-Sham gap = 9.13 eV

Results of the Löwdin charge analysis, in e, for atoms 1 through 4: -0.13 -0.22 -0.34 -0.15


Version x
The following is a quantum chemistry calculation of C13H17N in the gas phase, from the Open Molecules 2025 dataset.

Structure (XYZ):
```
31
C13H17N, DFT the ωB97M-V functional and the def2-TZVPD basis
C -1.93 1.94 -2.37
C -1.22 0.86 -1.54
C 1.25 0.43 -0.92
C 1.02 -1.07 -1.01
C 1.75 -1.61 0.30
C 2.65 -0.47 0.72
C 1.55 0.68 0.61
C 0.36 0.08 1.30
C -0.87 0.62 1.63
C -1.78 -0.31 2.10
C -1.59 -1.62 2.00
C -0.37 -2.21 1.63
C 0.59 -1.29 1.22
H -2.33 2.62 -1.66
H -1.20 2.61 -2.97
H -2.82 1.61 -2.92
H -1.59 0.86 -0.52
H -1.34 -0.03 -2.09
H 0.32 2.26 -1.09
H 2.24 0.77 -1.35
H 1.50 -1.47 -1.91
H -0.12 -1.08 -1.04
H 2.06 -2.66 0.29
H 3.58 -0.35 0.15
H 2.73 -0.53 1.84
H 1.79 1.70 1.03
H -1.18 1.73 1.69
H -2.70 0.10 2.41
H -2.49 -2.29 2.30
H -0.14 -3.23 1.72
N 0.28 1.33 -1.58
```

multiplicity = 1
E_LUMO = 0.976 eV
Kohn-Sham gap = 9.22 eV

Results of the Löwdin charge analysis, in e, for atoms 1 through 4: -0.11 -0.23 -0.34 -0.07


Relative energies, unit kJ/mol: version w 200.1; version x 0.0


Version w
The following is a quantum chemistry calculation of C4H9Cl in the gas phase, from the Open Molecules 2025 dataset.

Structure (XYZ):
```
14
C4H9Cl, DFT the ωB97M-V functional and the def2-TZVPD basis
C -0.66 -1.37 0.37
C -0.43 1.27 0.64
C 1.19 0.06 -0.99
C -0.21 0.09 -0.30
Cl 2.50 0.03 0.22
H -0.27 -1.50 1.27
H -1.81 -1.24 0.63
H -0.61 -2.29 -0.21
H -0.40 2.23 0.19
H 0.28 1.27 1.49
H -1.48 1.35 0.94
H 1.27 -0.85 -1.50
H 1.53 0.79 -1.71
H -0.91 0.15 -1.03
```

multiplicity = 1
E_LUMO = 0.999 eV
Kohn-Sham gap = 11.49 eV

Results of the Löwdin charge analysis, in e, for atoms 1 through 4: -0.03 -0.11 -0.55 -0.41


Version x
The following is a quantum chemistry calculation of C4H9Cl in the gas phase, from the Open Molecules 2025 dataset.

Structure (XYZ):
```
14
C4H9Cl, DFT the ωB97M-V functional and the def2-TZVPD basis
C 1.34 1.28 -0.29
C 0.93 -0.01 0.44
C 1.36 -1.26 -0.32
C -0.50 -0.03 0.94
H 0.92 1.24 -1.30
H 0.96 2.16 0.21
H 2.44 1.34 -0.39
H 1.51 0.06 1.41
H 2.40 -1.34 -0.49
H 0.95 -2.13 0.15
H 1.02 -1.16 -1.33
H -0.75 -0.99 1.43
H -0.69 0.79 1.64
Cl -1.62 0.01 -0.35
```

multiplicity = 1
E_LUMO = 0.995 eV
Kohn-Sham gap = 11.48 eV

Results of the Löwdin charge analysis, in e, for atoms 1 through 4: -0.09 -0.52 -0.08 -0.64


Relative energies, unit kJ/mol: version w 89.7; version x 0.0


Version w
The following is a quantum chemistry calculation of C2H5FO in the gas phase, from the Open Molecules 2025 dataset.

Structure (XYZ):
```
9
C2H5FO, DFT the ωB97M-V functional and the def2-TZVPD basis
C 0.89 0.32 0.06
C -0.51 -0.03 -0.40
O -0.86 -1.25 0.06
F -1.32 0.92 0.13
H 0.80 0.71 1.11
H 1.47 -0.58 0.39
H 1.28 0.98 -0.75
H -0.77 0.07 -1.57
H -0.97 -1.15 0.98
```

multiplicity = 1
E_LUMO = 1.031 eV
Kohn-Sham gap = 11.91 eV

Results of the Löwdin charge analysis, in e, for atoms 1 through 4: -0.03 -0.56 0.04 0.00


Version x
The following is a quantum chemistry calculation of 2 unconnected molecules or ions with the total composition C2H5FO, from the Open Molecules 2025 dataset.

Structure (XYZ):
```
9
C2H5FO, DFT the ωB97M-V functional and the def2-TZVPD basis
C 0.75 -0.36 -0.50
C -0.60 0.10 -0.03
O -0.86 1.40 -0.22
F -1.61 -0.74 -0.14
H 0.89 -1.52 -0.43
H 1.14 -0.10 -1.58
H 1.46 0.00 0.08
H 0.19 -0.44 2.29
H -1.36 1.66 0.54
```

multiplicity = 1
E_LUMO (alpha / beta) = 0.714 / -0.486 eV
Kohn-Sham gap (alpha / beta) = 10.80 / 7.41 eV

Results of the Löwdin charge analysis, in e, for atoms 1 through 4: -0.07 -0.50 0.09 0.08


Relative energies, unit kJ/mol: version w 0.0; version x 388.1


Version w
The following is a quantum chemistry calculation of 2 unconnected molecules or ions with the total composition C3H11NOS, from the Open Molecules 2025 dataset.

Structure (XYZ):
```
17
C3H11NOS, DFT the ωB97M-V functional and the def2-TZVPD basis
C -1.14 0.26 -2.27
N -0.52 -0.54 -1.20
C -0.18 0.39 -0.08
C 1.17 1.00 -0.24
S 1.28 2.78 0.37
H -2.15 -0.04 -2.20
H -0.69 -0.16 -3.20
H -0.84 1.33 -2.50
H -1.10 -1.27 -0.94
H -0.95 1.24 0.15
H -0.06 -0.05 0.89
H 1.83 0.50 0.35
H 1.59 0.73 -1.21
H 0.70 3.38 -0.71
H -0.09 -3.87 4.22
H 0.86 -2.66 4.60
O 0.30 -3.01 3.97
```

multiplicity = 1
E_LUMO = 0.902 eV
Kohn-Sham gap = 9.75 eV

Results of the Löwdin charge analysis, in e, for atoms 1 through 4: -0.13 -0.11 -0.34 -0.54


Version x
The following is a quantum chemistry calculation of 2 unconnected molecules or ions with the total composition C3H11NOS, from the Open Molecules 2025 dataset.

Structure (XYZ):
```
17
C3H11NOS, DFT the ωB97M-V functional and the def2-TZVPD basis
C 0.74 0.73 -1.52
C -0.09 0.17 -0.33
C -1.62 0.29 -0.68
S -2.71 0.60 0.67
N 0.26 -1.22 0.05
H 1.14 -0.22 -2.06
H 0.29 1.45 -2.19
H 1.60 1.17 -1.08
H 0.11 0.74 0.61
H -1.83 -0.68 -1.15
H -1.95 1.07 -1.33
H -2.49 -0.55 1.39
H 0.27 -1.91 -0.68
H -0.35 -1.57 0.80
H 2.02 -0.50 1.94
H 1.97 0.44 3.00
O 2.63 -0.01 2.53
```

multiplicity = 1
E_LUMO = 0.669 eV
Kohn-Sham gap = 9.77 eV

Results of the Löwdin charge analysis, in e, for atoms 1 through 4: -0.05 -0.49 -0.60 0.71


Version y
The following is a quantum chemistry calculation of 2 unconnected molecules or ions with the total composition C3H11NOS, from the Open Molecules 2025 dataset.

Structure (XYZ):
```
17
C3H11NOS, DFT the ωB97M-V functional and the def2-TZVPD basis
C 1.68 -0.73 -1.07
C 0.26 -0.64 -0.51
C -0.54 0.60 -0.86
S -2.33 0.43 -0.78
N 0.14 -0.89 0.93
H 1.52 -0.72 -2.14
H 2.25 -1.60 -0.77
H 2.31 0.13 -0.82
H -0.20 -1.52 -1.04
H -0.21 1.43 -0.23
H -0.30 0.81 -1.91
H -2.55 1.53 -1.53
H 0.73 -1.63 1.26
H -0.67 -0.57 1.36
H -0.12 1.68 2.88
H -1.04 0.53 2.26
O -0.92 1.15 2.98
```

multiplicity = 1
E_LUMO = 0.790 eV
Kohn-Sham gap = 9.80 eV

Results of the Löwdin charge analysis, in e, for atoms 1 through 4: -0.07 -0.54 -0.57 0.71


Relative energies, unit kJ/mol: version w 126.1; version x 0.0; version y 15.3


Version w
The following is a quantum chemistry calculation of 2 unconnected molecules or ions with the total composition C3H11NOS, from the Open Molecules 2025 dataset.

Structure (XYZ):
```
17
C3H11NOS, DFT the ωB97M-V functional and the def2-TZVPD basis
C 0.27 -2.56 1.52
C 0.51 -1.44 0.48
S 0.22 -2.06 -1.21
H -0.81 -2.70 1.49
H 0.76 -3.49 1.24
H 0.55 -2.29 2.54
H 1.56 -1.15 0.55
H -0.21 -0.67 0.72
H -0.49 -1.02 -1.66
N -1.44 2.01 -0.85
C -0.09 2.40 -0.92
O 0.89 1.65 -0.15
H -1.70 1.04 -0.72
H -2.02 2.45 -0.15
H 0.04 3.46 -0.72
H 0.23 2.25 -1.95
H 1.72 2.14 -0.21
```

multiplicity = 1
E_LUMO = 0.797 eV
Kohn-Sham gap = 9.64 eV

Results of the Löwdin charge analysis, in e, for atoms 1 through 4: -0.19 -0.63 0.69 0.06


Version x
The following is a quantum chemistry calculation of 3 unconnected molecules or ions with the total composition C3H11NOS, from the Open Molecules 2025 dataset.

Structure (XYZ):
```
17
C3H11NOS, DFT the ωB97M-V functional and the def2-TZVPD basis
C 0.45 0.83 -0.52
C 0.27 -0.67 -0.04
C 1.07 -1.01 1.18
S 1.18 -2.77 1.52
N -0.46 0.99 -1.67
H 0.27 1.55 0.29
H 1.57 1.03 -0.75
H 0.66 -1.28 -0.88
H -0.78 -1.00 -0.06
H 2.02 -0.47 1.19
H 0.56 -0.44 2.03
H 2.69 -1.80 2.54
H -0.29 0.13 -2.25
H -0.25 1.81 -2.22
H -2.57 1.06 -0.79
H -3.55 1.34 0.34
O -2.86 0.71 0.06
```

multiplicity = 1
E_LUMO = -1.372 eV
Kohn-Sham gap = 7.61 eV

Results of the Löwdin charge analysis, in e, for atoms 1 through 4: -0.28 -0.32 -0.80 0.60


Relative energies, unit kJ/mol: version w 0.0; version x 259.2


Version w
The following is a quantum chemistry calculation of a gas-phase ion, C2H8N5 (charge +1), from the Open Molecules 2025 dataset.

Structure (XYZ):
```
15
C2H8N5, DFT the ωB97M-V functional and the def2-TZVPD basis
C 1.46 -0.84 1.88
C 0.71 -0.89 -0.34
N -2.32 0.77 -1.28
N -0.65 -0.64 -0.82
N 0.80 -0.28 1.00
N -0.41 1.56 -0.29
N -1.21 0.60 -0.85
H 1.59 -0.27 2.85
H 2.08 -1.68 1.78
H 0.83 -2.05 -0.65
H 1.52 -0.39 -0.77
H -2.67 1.69 -1.54
H -1.26 -1.48 -0.92
H -0.66 2.58 -0.49
H 0.19 1.32 0.43
```

multiplicity = 1
E_LUMO = -4.492 eV
Kohn-Sham gap = 10.20 eV
charge = +1

Results of the Löwdin charge analysis, in e, for atoms 1 through 4: 0.00 -0.18 0.22 0.07


Version x
The following is a quantum chemistry calculation of a molecular structure, C2H8N5, from the Open Molecules 2025 dataset.

Structure (XYZ):
```
15
C2H8N5, DFT the ωB97M-V functional and the def2-TZVPD basis
C 1.21 -0.10 -0.13
C 2.26 0.78 0.36
N -2.55 0.40 0.29
N -0.97 -0.64 0.19
N 1.46 -1.09 -0.97
N -3.64 -0.20 0.10
N -0.01 0.17 0.38
H 3.08 0.86 -0.27
H 1.80 1.82 0.46
H 2.66 0.58 1.37
H 2.31 -1.35 -1.44
H 0.62 -1.58 -1.18
H -3.71 -0.99 -0.56
H -4.52 0.29 0.40
H 0.00 1.06 0.99
```

multiplicity = 1
E_LUMO (alpha / beta) = -4.204 / -4.738 eV
Kohn-Sham gap (alpha / beta) = 8.15 / 7.39 eV
charge = +1

Results of the Löwdin charge analysis, in e, for atoms 1 through 4: -0.35 0.01 0.06 0.07


Relative energies, unit kJ/mol: version w 0.0; version x 20.3